ORCA calculation (ωB97M-V/def2-TZVPD) on C19H17N7O3S3Ta as an isolated structure at a distorted geometry.

Calculated values
Energy above the lowest of the compared OMol25 structures with the same formula, charge and spin, kJ/mol: 10.34
HOMO-LUMO gap, eV: 5.28
Total charge: +3

Positions of all 50 atoms, in Å:
Ta 0.6111 0.5182 0.8436
O 2.5056 0.0567 0.4801
N 3.4573 0.9738 0.2119
C 4.7421 0.5705 0.1862
C 5.7196 1.4791 -0.1332
C 5.3583 2.7905 -0.4367
C 4.0240 3.1631 -0.4353
C 3.0581 2.2230 -0.1180
S 1.3338 2.4925 -0.2612
H 4.9072 -0.4666 0.4385
H 6.7521 1.1614 -0.1474
H 6.1181 3.5183 -0.6886
H 3.7198 4.1672 -0.6953
N -3.3139 -1.2778 -5.8676
C -2.9853 -1.0192 -4.6040
C -1.7992 -0.2935 -4.3030
C -1.4656 -0.0175 -3.0115
C -2.3119 -0.4462 -1.9701
C -3.4844 -1.1790 -2.2450
C -3.8133 -1.4578 -3.5374
S -1.9311 -0.1222 -0.3684
O -3.0544 -0.2090 0.5039
O -1.0987 1.1434 -0.2876
N -0.6687 -0.9171 0.3112
C -0.2704 -2.1967 0.6297
N 0.8954 -2.0209 1.2648
C 1.4996 -3.1261 1.6990
C 0.9236 -4.3687 1.4770
C -0.2895 -4.4066 0.8025
N -0.9100 -3.2978 0.3695
H -2.7442 -0.9630 -6.6354
H -4.1570 -1.7779 -6.0978
H -1.1708 0.0532 -5.1121
H -0.5745 0.5575 -2.7946
H -4.1233 -1.5061 -1.4362
H -4.7173 -2.0089 -3.7587
H 2.4414 -3.0141 2.2208
H 1.4038 -5.2737 1.8173
H -0.7907 -5.3447 0.6002
S 1.5402 0.7132 3.1884
C 0.0041 1.4152 3.4874
N -0.4267 1.9502 4.6352
C -1.6799 2.4667 4.7535
C -2.5113 2.4503 3.6692
C -2.0277 1.9039 2.4798
N -0.7980 1.3910 2.4025
H 0.1993 1.9567 5.4378
H -1.9487 2.8730 5.7204
H -3.5112 2.8536 3.7279
H -2.6366 1.8687 1.5870

ORCA calculation (ωB97M-V/def2-TZVPD) on C19H18BrCl2N4O4PRh as an isolated structure at a distorted geometry.

Calculated values
Energy above the lowest of the compared OMol25 structures with the same formula, charge and spin, kJ/mol: 155.32
HOMO-LUMO gap, eV: 6.61
Total charge: +1

Positions of all 50 atoms, in Å:
Rh -1.0664 0.5955 0.6300
Cl 0.7461 -5.2720 4.2746
C 0.4964 -3.7142 3.5804
C 1.2131 -2.6161 4.0878
C 1.0532 -1.3569 3.5673
Cl 1.9541 -0.0382 4.2180
C 0.1580 -1.1243 2.5061
O 0.0433 0.1092 2.0746
C -0.5425 -2.2423 1.9878
C -1.4042 -2.1456 0.8678
O -1.6135 -1.1518 0.1279
C -0.3748 -3.5345 2.5504
H 1.9043 -2.7622 4.9080
H -1.9621 -3.0344 0.5711
H -0.9336 -4.3708 2.1502
Br -2.7046 1.2485 -3.7675
C -3.7873 1.5838 -2.2664
C -5.0565 2.1294 -2.4138
N -5.8576 2.3612 -1.3828
C -5.4134 2.0589 -0.1662
C -4.1536 1.5314 0.1036
C -3.3451 1.2925 -0.9943
C -3.7976 1.2330 1.5304
O -4.6404 1.1296 2.3731
O -2.4861 1.1856 1.8305
H -5.4313 2.3740 -3.4008
H -6.0865 2.2421 0.6622
H -2.3386 0.8253 -0.9815
C 3.3323 1.8643 -1.8622
N 3.4358 1.3587 -0.4947
C 3.8819 -0.0364 -0.5377
N 3.0255 -0.9030 -1.3546
C 2.9277 -0.3355 -2.6996
N 2.4588 1.0531 -2.7132
C 1.0552 1.1804 -2.3555
P 0.8630 0.5636 -0.6213
C 2.1923 1.5237 0.2429
C 1.7070 -1.0663 -0.7551
H 4.3279 1.8611 -2.3046
H 2.9637 2.8904 -1.8416
H 3.9374 -0.4290 0.4781
H 4.8798 -0.0519 -0.9741
H 2.2562 -0.9472 -3.3033
H 3.9182 -0.3586 -3.1523
H 0.4267 0.5938 -3.0249
H 0.7304 2.2199 -2.4181
H 2.2822 1.1375 1.2581
H 1.9253 2.5806 0.3056
H 1.0980 -1.7512 -1.3506
H 1.8019 -1.4848 0.2501

ORCA calculation (ωB97M-V/def2-TZVPD) on C19H18CuFN3O as an isolated structure.

Calculated values
HOMO-LUMO gap (alpha / beta), eV: 9.03 / 7.41
Total charge: 0
Spin multiplicity: 2

Positions of all 43 atoms, in Å:
Cu 0.4144 0.0451 0.1201
C 1.3983 -3.0647 4.0072
C 1.6921 -2.0744 2.8797
C 2.9453 -2.4615 2.1011
C 0.4836 -1.9320 1.9853
C 0.1138 -2.9001 1.0554
C -0.9925 -2.7311 0.2366
C -1.7792 -1.5815 0.2909
C -2.9252 -1.3630 -0.6530
C -1.4279 -0.6036 1.2293
C -0.3155 -0.7837 2.0673
H 2.2484 -3.1415 4.6862
H 1.2029 -4.0615 3.6048
H 0.5240 -2.7637 4.5860
H 1.8693 -1.0900 3.3235
H 2.8715 -3.4720 1.6936
H 3.8115 -2.4437 2.7640
H 3.1344 -1.7716 1.2774
H 0.7127 -3.7959 0.9493
H -1.2361 -3.4940 -0.4924
H -2.6902 -0.5614 -1.3560
H -3.8273 -1.0768 -0.1119
H -3.1369 -2.2613 -1.2294
H -2.0022 0.3143 1.2984
H -0.0538 -0.0095 2.7795
O 0.3307 -0.1445 -1.7761
N -0.3075 0.8308 -2.3759
C -0.5966 0.5912 -3.6181
C -0.2632 -0.6657 -4.2344
N -0.0258 -1.6688 -4.7409
C -1.2933 1.6102 -4.3486
N -1.8512 2.4270 -4.9322
F 5.8800 2.3408 1.1357
C 4.6435 1.8496 0.9066
C 3.7013 1.9424 1.9094
C 2.4314 1.4283 1.6643
C 2.1273 0.8457 0.4391
C 3.0989 0.7776 -0.5540
C 4.3749 1.2787 -0.3209
H 3.9645 2.4075 2.8499
H 1.6862 1.5028 2.4484
H 2.8687 0.3362 -1.5149
H 5.1526 1.2355 -1.0715

ORCA calculation (ωB97M-V/def2-TZVPD) on C19H18F3O4STm as an isolated structure at a distorted geometry.

Calculated values
Energy above the lowest of the compared OMol25 structures with the same formula, charge and spin, kJ/mol: 0.00
HOMO-LUMO gap (alpha / beta), eV: 7.83 / 7.85
Total charge: 0
Spin multiplicity: 3

Positions of all 46 atoms, in Å:
C 0.4448 2.8072 -1.7247
C 0.2264 1.8534 -2.7781
C -0.7750 0.9284 -2.3415
H 0.6595 1.8739 -3.7814
C -1.1988 1.3392 -1.0362
C -0.4442 2.4895 -0.6528
H -0.5306 3.0740 0.2644
H 1.0562 3.7001 -1.8056
H -1.2054 0.0940 -2.9094
H -2.0379 0.9455 -0.4700
C 2.0328 -0.5980 1.2823
C 2.9242 0.4721 0.9752
C 2.2151 1.7166 1.1686
H 3.9698 0.3503 0.7078
C 0.9166 1.3977 1.6632
C 0.8200 -0.0115 1.7358
H 0.0009 -0.5487 2.1933
H 2.2552 -1.6684 1.2473
H 2.6134 2.7202 1.0436
H 0.1735 2.1136 2.0114
Tm 1.2581 0.6518 -0.7820
O -0.6315 -1.1735 0.2810
C -1.0815 -2.1224 -0.6701
C -2.2021 -1.6548 0.1909
H -1.1146 -1.7425 -1.6913
H -0.8102 -3.1721 -0.4806
H -2.8840 -0.8948 -0.1859
H -4.8005 -1.9427 0.4709
C -4.2613 -2.6080 1.1504
C -2.8402 -2.5320 1.1702
C -2.0939 -3.3833 1.9984
H -1.0026 -3.2697 2.0364
C -2.7789 -4.3466 2.7662
H -2.1941 -5.0292 3.3787
C -4.1777 -4.3947 2.7875
H -4.6908 -5.1290 3.4121
C -4.9163 -3.5168 1.9768
H -6.0115 -3.5197 2.0088
F 4.8978 4.6737 -2.9532
C 3.9818 3.7327 -2.6698
F 2.8896 4.3736 -2.1768
F 3.6473 3.0941 -3.8175
S 4.4332 2.4313 -1.4185
O 5.5280 1.6877 -1.9695
O 4.5958 3.1224 -0.1553
O 3.1434 1.6156 -1.4510

ORCA calculation (ωB97M-V/def2-TZVPD) on one molecule with the formula C19H18FNO3S at a distorted geometry.

Calculated values
SMILES: O=S(=O)(NCC[C@H](c1ccc(F)cc1)c1ccco1)c1ccccc1
Energy above the lowest of the compared OMol25 structures with the same formula, charge and spin, kJ/mol: 1616.42
HOMO-LUMO gap, eV: 7.49
Total charge: 0

Positions of all 43 atoms, in Å:
O 0.9047 3.9446 0.2526
S 0.6901 2.5116 -0.1188
O 1.4439 1.4425 0.5546
N -0.9417 2.2649 -0.2121
H -1.6118 2.9618 0.4363
C -1.3721 1.0480 -0.4219
H -2.1286 1.1815 -1.0551
C -1.9370 0.2153 0.7474
H -2.4131 0.9494 1.3840
H -2.5887 -0.5481 0.6170
C -0.5628 -0.5130 1.4467
C -1.1253 -0.8637 2.7794
C -0.6499 -0.6202 4.2322
C -1.2790 -1.4441 5.0852
C -2.5185 -1.8076 4.3401
O -2.1440 -1.4339 3.1129
H -3.3043 -2.2427 4.8226
H -1.1062 -1.3947 6.1962
H 0.4037 -0.4140 4.3449
C 0.0490 -1.5762 0.8234
C 1.1489 -1.4713 0.2621
C 1.9653 -2.5337 -0.4591
C 1.0764 -3.7525 -0.6518
C -0.1126 -3.7614 -0.1192
C -0.9913 -2.8600 0.3900
H -1.8588 -2.8621 1.0278
H -0.9409 -4.5393 -0.1923
F 1.5196 -4.8508 -1.3943
H 2.8781 -2.4205 -0.7625
H 1.8428 -0.5974 0.5946
H 0.1091 0.2559 1.6437
H -0.7325 0.4054 -1.0191
C 1.1450 2.3897 -1.9568
C 1.6362 1.3842 -2.3938
C 1.9316 1.2235 -3.7824
C 1.7074 2.0140 -4.7233
C 0.8919 3.3244 -4.2228
C 1.0445 3.4867 -2.7046
H 0.4014 4.3548 -2.4152
H 0.9711 4.1513 -4.9480
H 1.9113 2.1132 -5.5430
H 2.6640 0.2984 -4.2201
H 1.9829 0.5860 -1.7775

ORCA calculation (ωB97M-V/def2-TZVPD) on C19H18LaN5O3 as an isolated structure at a distorted geometry.

Calculated values
Energy above the lowest of the compared OMol25 structures with the same formula, charge and spin, kJ/mol: 0.00
HOMO-LUMO gap, eV: 7.07
Total charge: +2

Positions of all 46 atoms, in Å:
La -0.7499 -0.5481 -0.1573
O -0.5827 -1.7993 -4.5250
C -0.4840 -1.7647 -3.3131
N -0.6294 -0.6087 -2.5395
C -0.8493 0.6196 -3.2510
C -0.8824 1.8410 -2.3557
C -0.1128 2.9716 -2.6940
C 0.1603 3.9607 -1.7647
C -0.3305 3.8281 -0.4546
C -1.1520 2.7253 -0.1980
N -1.3576 1.7423 -1.1147
C -0.2819 -2.9925 -2.5059
C 0.1583 -4.1020 -3.2223
C 0.4887 -5.2599 -2.5492
C 0.3768 -5.2726 -1.1701
C -0.0984 -4.1342 -0.5026
N -0.2711 -2.9519 -1.1380
H -1.7388 0.5432 -3.8719
H -0.0251 0.6959 -4.0059
H 0.2279 3.0011 -3.7135
H 0.7835 4.8516 -1.9753
H -0.2210 4.5898 0.3168
H -1.6954 2.6189 0.7061
H 0.1695 -4.0071 -4.3388
H 0.7509 -6.1420 -3.1068
H 0.6902 -6.0701 -0.5420
H -0.3148 -4.1172 0.5787
O 0.4538 3.9831 4.8412
C -0.6172 3.0621 4.6112
N -0.0901 2.2097 3.5414
C -0.5997 1.0261 3.0962
O -1.8258 0.7620 2.9478
C 0.4612 0.2091 2.4830
C 0.4272 -1.1949 2.5317
C 1.2038 -1.9413 1.6359
C 1.8605 -1.2819 0.5939
N 1.8054 0.0537 0.4696
C 1.3109 0.7821 1.4930
H 0.2656 4.5588 5.6459
H -1.5641 3.5084 4.1943
H -0.7611 2.3868 5.4808
H 0.9314 2.3225 3.5018
H -0.1907 -1.6883 3.2832
H 1.2403 -3.0278 1.7856
H 2.2338 -1.8580 -0.2709
H 1.4264 1.9088 1.5430

ORCA calculation (ωB97M-V/def2-TZVPD) on one molecule with the formula C19H18N2O3 at a distorted geometry.

Calculated values
SMILES: O=C(NCCc1ccccn1)c1ccc(COc2ccccc2)o1
Energy above the lowest of the compared OMol25 structures with the same formula, charge and spin, kJ/mol: 228.27
HOMO-LUMO gap, eV: 9.31
Total charge: 0

Positions of all 42 atoms, in Å:
O 0.0504 3.7574 0.1200
C 0.1877 2.5859 0.4117
N 1.1399 2.1190 1.2584
H 1.2155 1.1202 1.3778
C 2.2635 2.9265 1.6588
H 1.9580 3.9696 1.5544
H 2.5050 2.7154 2.7038
C 3.4917 2.6650 0.7661
C 3.1407 3.0175 -0.6498
N 3.3841 4.2663 -1.0205
C 2.9984 4.6585 -2.2196
C 2.3435 3.8327 -3.1200
C 2.1062 2.5207 -2.7450
C 2.5173 2.1008 -1.4921
H 2.3562 1.0811 -1.1725
H 1.6041 1.8365 -3.4149
H 2.0301 4.2037 -4.0831
H 3.2226 5.6885 -2.4654
H 4.3097 3.2994 1.1041
H 3.7866 1.6162 0.8422
C -0.7087 1.5371 -0.1091
C -1.8235 1.6523 -0.8971
C -2.2783 0.3382 -1.1319
C -1.4099 -0.4909 -0.4790
O -0.4556 0.2289 0.1428
C -1.3847 -1.9760 -0.3382
H -1.7714 -2.4365 -1.2574
H -0.3515 -2.3094 -0.1669
O -2.2011 -2.3213 0.7654
C -2.3565 -3.6416 1.0752
C -1.7612 -4.6969 0.3953
C -1.9964 -5.9994 0.8076
C -2.8158 -6.2631 1.8882
C -3.4091 -5.2091 2.5667
C -3.1837 -3.9090 2.1667
H -3.6357 -3.0759 2.6813
H -4.0507 -5.4029 3.4132
H -2.9926 -7.2806 2.2013
H -1.5294 -6.8123 0.2711
H -1.1162 -4.5232 -0.4521
H -3.1319 0.0421 -1.7062
H -2.2476 2.5686 -1.2510

ORCA calculation (ωB97M-V/def2-TZVPD) on one molecule with the formula C19H18N2O3S at a distorted geometry.

Calculated values
SMILES: COc1ccc(-c2csc(NC(=O)Cc3ccccc3)n2)cc1OC
Energy above the lowest of the compared OMol25 structures with the same formula, charge and spin, kJ/mol: 111.15
HOMO-LUMO gap, eV: 8.39
Total charge: 0

Positions of all 43 atoms, in Å:
C 0.8098 2.5755 4.8382
H 1.7910 2.7537 4.3864
O 0.1997 1.4213 4.3183
C -0.1151 1.3813 2.9831
C 0.1811 2.4178 2.1041
C -0.1313 2.3497 0.7602
C -0.7633 1.2224 0.2501
C -1.0692 0.1855 1.1240
C -0.7611 0.2356 2.4771
O -1.1263 -0.8823 3.1654
C -1.0324 -0.9513 4.5703
H -1.6033 -0.1554 5.0534
H 0.0039 -0.9107 4.9114
H -1.4637 -1.9171 4.8341
H -1.5704 -0.6936 0.7541
C -1.0891 1.0863 -1.1616
C -1.1630 2.0882 -2.0864
S -1.5422 1.4706 -3.6482
C -1.5780 -0.1432 -2.9217
N -1.3468 -0.1567 -1.6644
N -1.8072 -1.2277 -3.7188
C -1.4063 -2.5386 -3.5407
O -1.7195 -3.3607 -4.3679
C -0.5750 -2.8302 -2.3174
C 0.6652 -1.9757 -2.2490
C 1.3465 -1.6252 -3.4078
C 2.4608 -0.8067 -3.3474
C 2.9097 -0.3331 -2.1269
C 2.2496 -0.6978 -0.9657
C 1.1377 -1.5174 -1.0260
H 0.6215 -1.7863 -0.1175
H 2.5938 -0.3340 -0.0086
H 3.7721 0.3156 -2.0814
H 2.9756 -0.5342 -4.2573
H 1.0000 -1.9913 -4.3645
H -0.3047 -3.8890 -2.3558
H -1.1835 -2.6530 -1.4295
H -2.2576 -1.0480 -4.6089
H -1.0388 3.1420 -1.9496
H 0.1360 3.1703 0.1138
H 0.6778 3.3018 2.4703
H 0.1800 3.4611 4.7061
H 0.9360 2.3805 5.9024

ORCA calculation (ωB97M-V/def2-TZVPD) on C19H18N2O6PdS5Si as an isolated structure at a distorted geometry.

Calculated values
Energy above the lowest of the compared OMol25 structures with the same formula, charge and spin, kJ/mol: 41.66
HOMO-LUMO gap (alpha / beta), eV: 3.84 / 3.72
Total charge: 0
Spin multiplicity: 5

Positions of all 52 atoms, in Å:
Pd -8.9382 1.2980 -15.0427
O -9.0109 0.9400 -12.9352
C -8.0290 0.2933 -12.4571
C -7.1911 -0.6883 -13.0546
C -6.2422 -1.2165 -12.2173
C -5.4066 -2.2532 -12.7083
C -5.5191 -2.7561 -14.0189
C -6.3325 -2.0921 -14.8766
C -7.3001 -1.0855 -14.4618
O -8.1987 -0.6876 -15.3237
N -4.3512 -2.8193 -11.8516
O -3.4634 -3.3995 -12.4848
O -4.4309 -2.6682 -10.6679
H -7.7327 0.5393 -11.3495
H -6.0096 -0.8503 -11.1937
H -4.7115 -3.4302 -14.4338
H -6.2010 -2.2660 -15.9304
C -10.8030 -0.9951 -17.1554
Si -10.8236 0.0029 -15.6108
C -11.1413 -1.0637 -14.1131
C -12.0718 1.4661 -15.4209
C -12.6499 2.1708 -16.5086
C -13.6072 3.1601 -16.2727
C -13.8679 3.6150 -14.9885
C -13.1293 3.0703 -13.9676
C -12.2590 1.9970 -14.1454
H -11.7497 -1.0440 -17.6956
H -10.4033 -1.9774 -16.9652
H -10.1985 -0.4464 -17.8835
H -11.3599 -0.4440 -13.2368
H -10.3487 -1.8243 -13.9435
H -12.0068 -1.5341 -14.4842
H -12.3558 1.8736 -17.5008
H -14.0994 3.5408 -17.1553
H -14.5467 4.4184 -14.8301
H -13.2905 3.3870 -12.8604
H -11.6192 1.7090 -13.3455
O -8.7844 3.4084 -14.5765
N -7.5715 3.7042 -14.1230
O -6.9775 2.7594 -13.5875
C -10.3219 2.3895 -21.7797
S -9.9467 1.7130 -20.1535
C -10.3265 2.9840 -19.0636
C -9.5567 3.1320 -17.8628
S -8.5111 1.9126 -17.3756
S -10.0630 4.3868 -16.8672
C -11.1318 5.2131 -17.9827
S -11.8333 6.6157 -17.5897
S -11.4705 4.2362 -19.4365
H -9.4930 2.0815 -22.4296
H -10.4844 3.4999 -21.6149
H -11.2181 1.9284 -22.1933

ORCA calculation (ωB97M-V/def2-TZVPD) on C19H18N5OPdS as an isolated structure.

Calculated values
HOMO-LUMO gap, eV: 5.30
Total charge: -1

Positions of all 45 atoms, in Å:
Pd -0.0641 -0.1653 0.4991
N -4.5536 -0.7978 0.7862
C -3.2614 -0.2732 0.8067
S -2.0993 -1.0413 1.8120
N -3.1055 0.8114 0.0874
N -1.8181 1.2151 -0.0225
C -1.5836 2.4866 -0.1470
C -2.6338 3.5382 -0.2142
C -3.6753 3.4570 -1.1390
C -4.6395 4.4488 -1.2105
C -4.5892 5.5411 -0.3523
C -3.5629 5.6305 0.5761
C -2.5949 4.6374 0.6404
C -0.1776 2.8739 -0.1360
C 0.2502 4.1047 -0.6649
C 1.5672 4.4789 -0.5542
C 2.4552 3.6184 0.0948
C 1.9725 2.4135 0.5544
N 0.6954 2.0163 0.4420
H -4.5905 -1.7550 1.0954
H -5.0568 -0.6000 -0.0659
H -3.7261 2.5950 -1.7893
H -5.4403 4.3672 -1.9358
H -5.3473 6.3132 -0.4047
H -3.5175 6.4726 1.2562
H -1.7949 4.7083 1.3678
H -0.4687 4.7455 -1.1579
H 1.9070 5.4224 -0.9641
H 3.4975 3.8732 0.2313
H 2.6359 1.7096 1.0413
O 2.7921 -0.2324 -0.8308
C 3.1274 -1.3738 -0.0918
C 2.1029 -2.4791 -0.2070
C 2.4969 -3.7955 -0.4088
C 1.5384 -4.7898 -0.4929
C 0.2066 -4.4290 -0.3826
C -0.1075 -3.0939 -0.1835
N 0.8163 -2.1310 -0.0855
H 1.9325 0.0756 -0.4472
H 3.2436 -1.1404 0.9776
H 4.0880 -1.7382 -0.4621
H 3.5511 -4.0248 -0.5065
H 1.8257 -5.8223 -0.6510
H -0.5862 -5.1620 -0.4445
H -1.1320 -2.7652 -0.0669

| no. | energy (eV) |
| --- | --- |
| 1 | -70585.863 |
| 2 | -141521.535 |
| 3 | -73866.371 |
| 4 | -76701.048 |
| 5 | -41162.988 |
| 6 | -34433.999 |
| 7 | -29117.612 |
| 8 | -39952.854 |
| 9 | -100782.614 |
| 10 | -43808.778 |